ORCA calculation (wB97M-V/def2-TZVPD) on a 4-piece molecular cluster, C37H60BrClI2N5O9PS2 overall at a distorted geometry.

## Properties
Net charge ... 0
Molar mass ... 1183.19 g/mol
Frontier orbital gap ... 0.3106 hartree
Highest occupied orbital energy ... -0.3103 hartree
Lowest unoccupied orbital energy ... 0.01 eV
SMILES ... CCOCC[C@]1(Br)[C@@](CCCCl)(S(C)(=O)=O)[C@](c2ccncc2)([C@@H](I)[C@@H](C)I)S(=O)(=O)O[C@]1(Cc1ccccc1C)[PH2]=N.CNC(C)=O.CNC(C)=O.CNC(C)=O
Calculated total energy ... -7163.89227 a.u.

Each line ends with the Mulliken charge.
Atoms and positions in Å:
C 3.35851 -4.69748 4.08920  -1.2541
C 2.60948 -4.92478 2.79678  0.0145
O 1.94024 -3.79932 2.26108  -0.3695
C 0.82280 -3.36040 3.00908  -1.9731
C -0.44692 -3.34109 2.16009  -2.1850
C -0.95747 -2.32722 1.10356  1.0557
Br 0.50265 -2.57111 -0.24481  -0.0785
C -2.27045 -2.94650 0.48460  2.2676
C -2.74132 -2.72709 -0.97517  -0.9528
C -1.99277 -2.60133 -2.30360  0.3326
C -2.32847 -1.44414 -3.02420  -1.1140
C -1.81676 -1.16118 -4.28687  -0.8456
C -0.93417 -2.05429 -4.87771  -0.8414
C -0.62149 -3.23212 -4.20279  -0.8731
C -1.14187 -3.53009 -2.93608  1.5134
C -0.75860 -4.87241 -2.37415  -1.5292
P -2.64750 -4.86655 0.71800  0.2062
N -4.18528 -5.10977 0.88087  -0.8082
O -3.43623 -2.54975 1.29750  -0.4601
S -3.30087 -1.62091 2.54406  1.0657
O -2.41792 -2.16671 3.52480  -0.6808
O -4.61754 -1.31793 3.00251  -0.6825
C -2.54809 -0.12838 1.75072  1.6512
C -3.50037 0.20697 0.51349  0.3513
C -4.83141 -0.24163 0.42002  -0.8480
C -5.64468 0.12172 -0.64740  -0.5610
N -5.26546 0.91842 -1.64263  -0.6611
C -4.03777 1.39801 -1.53460  -1.4956
C -3.15046 1.08775 -0.50501  -0.4198
C -2.91528 1.04663 2.77403  -2.0525
I -2.70501 0.60333 4.95566  0.1848
C -2.49789 2.54160 2.78436  -0.7574
C -1.10077 2.96590 3.23016  -1.2831
I -3.16290 3.83004 1.17441  0.1268
C -1.01323 -0.70758 1.46583  2.1981
C -0.21801 -0.44576 2.77882  -0.2370
C 1.23280 0.02861 2.97190  -2.3532
C 2.48657 -0.78227 2.63063  -0.4089
Cl 3.28320 -1.41335 4.08112  -0.2160
S -0.24562 0.37301 0.13965  0.6833
C 1.52607 0.47123 -0.04650  -1.1550
O -0.57183 1.68993 0.64902  -0.6575
O -0.74653 0.01289 -1.15947  -0.5527
H 4.29232 -4.17406 3.92899  0.2476
H 2.76749 -4.08843 4.77141  0.4500
H 3.54781 -5.63446 4.60188  0.3893
H 1.93513 -5.78209 2.89562  0.3608
H 3.33824 -5.20659 2.04383  0.0271
H 0.60267 -4.14673 3.73620  0.6254
H 1.05005 -2.50354 3.63507  0.5459
H -0.27345 -4.24659 1.58491  0.4883
H -1.24629 -3.63088 2.82258  1.0709
H -3.50449 -3.49617 -1.13821  1.1052
H -3.37794 -1.85336 -0.93027  -0.6568
H -3.00531 -0.73947 -2.57607  0.5370
H -2.09969 -0.24443 -4.77730  0.4779
H -0.51241 -1.82419 -5.84245  0.4009
H 0.04155 -3.94208 -4.67236  0.4165
H -0.60682 -4.88890 -1.30691  0.1398
H 0.17313 -5.19817 -2.82702  0.4534
H -1.49787 -5.62208 -2.65267  0.3252
H -1.96098 -5.37680 1.82309  0.0624
H -2.17412 -5.51968 -0.41867  0.0540
H -4.55931 -5.65167 0.11349  0.2564
H -5.28596 -0.90187 1.12404  0.4175
H -6.65446 -0.25195 -0.69755  0.4613
H -3.71232 2.08420 -2.30140  0.6640
H -2.21782 1.59286 -0.52283  1.1643
H -3.99599 1.06088 2.75353  1.0954
H -3.15554 2.92683 3.55158  0.7615
H -0.29497 2.40845 2.78623  0.2214
H -0.95292 3.99421 2.91990  0.4792
H -1.02150 2.97335 4.31146  0.3567
H -0.48654 -1.16613 3.53590  1.0561
H -0.71168 0.42811 3.17233  -0.8003
H 1.34138 1.02871 2.56932  0.4135
H 1.30351 0.20948 4.04175  0.7151
H 2.31971 -1.58039 1.91660  0.1000
H 3.22550 -0.12910 2.18467  0.5468
H 1.95940 1.16511 0.65447  0.3967
H 1.60049 0.91041 -1.03641  0.4763
H 2.08311 -0.44986 -0.03679  0.3236
C -2.46886 5.64839 -3.22779  -1.1207
C -2.90457 6.54053 -2.08627  0.7346
O -3.82451 6.22855 -1.34611  -0.6657
N -2.23136 7.70378 -1.91461  -0.1148
C -1.12152 8.23349 -2.69030  -0.7988
H -3.10241 4.76718 -3.22644  0.1641
H -2.57546 6.15973 -4.18494  0.3859
H -1.43051 5.33856 -3.10442  0.3606
H -2.56781 8.25147 -1.13857  0.2226
H -0.25230 8.38263 -2.05205  0.2685
H -1.38657 9.19787 -3.12034  0.2863
H -0.85908 7.54965 -3.49099  0.2800
C 3.05955 11.22714 -2.10012  -1.3422
C 1.95803 10.81979 -3.05156  0.7990
O 0.80101 10.69878 -2.68436  -0.6062
N 2.30455 10.59041 -4.34568  -0.1518
C 3.61712 10.68442 -4.95532  -0.8414
H 2.62094 11.37061 -1.11833  0.2926
H 3.82534 10.45358 -2.03608  0.3738
H 3.52451 12.16021 -2.41929  0.3739
H 1.52734 10.32503 -4.92934  0.2213
H 3.61331 11.42345 -5.75797  0.2894
H 3.91153 9.72281 -5.37864  0.2848
H 4.35651 10.97834 -4.21897  0.3192
C 7.23211 -7.73061 1.90730  -1.4024
C 6.05310 -6.89893 1.45713  0.8505
O 5.70728 -5.89412 2.05541  -0.5883
N 5.38309 -7.31453 0.34910  -0.1260
C 5.64902 -8.47405 -0.48027  -0.8758
H 7.65105 -7.26805 2.79466  0.2931
H 6.92176 -8.74708 2.15097  0.3829
H 7.99908 -7.77030 1.13336  0.3858
H 4.61002 -6.71870 0.09866  0.1827
H 5.86042 -8.16940 -1.50650  0.2962
H 4.78531 -9.14072 -0.49358  0.2904
H 6.50302 -9.02338 -0.10046  0.3252

***

ORCA calculation (wB97M-V/def2-TZVPD) on a single C21H17FN4O molecule at a distorted geometry.

## Properties
Net charge ... 0
Molar mass ... 360.39 g/mol
Frontier orbital gap ... 0.2786 hartree
Highest occupied orbital energy ... -0.2924 hartree
Lowest unoccupied orbital energy ... -0.38 eV
SMILES ... COc1cccc2nccc(Nc3ccnc(-c4nc(C)ccc4F)c3)c12
Calculated total energy ... -1204.44446 a.u.

Each line ends with the Mulliken charge.
Atoms and positions in Å:
F 2.51360 -1.00641 4.78183  -0.2512
N 0.18463 -0.63878 3.61128  -0.5270
N 3.10503 1.20341 1.95278  -0.4576
N -0.83124 -2.82124 -3.25987  -0.7262
O -3.41048 1.14979 -1.79044  -0.5725
C -1.18472 -0.93344 3.48336  -0.5809
C 0.02046 -2.76383 -2.24875  -0.4827
C 1.02240 -0.21819 2.57578  0.1278
C 2.43523 0.22619 2.73337  0.1894
C 4.33972 1.70110 2.21848  0.6702
C 5.04334 1.27617 3.39223  -0.4164
C 4.48245 0.23212 4.20020  -0.6784
C -1.89478 -0.77289 2.25619  -0.3649
C 0.26549 0.04470 1.38002  0.0349
C -3.70832 -1.08276 -4.60004  -0.6023
C -4.03400 -0.20844 -3.55282  -0.2299
C -0.20064 -1.99792 -1.17195  -0.4895
C 3.22642 -0.28495 3.84208  0.3528
C -1.09564 -0.37134 1.25864  -0.2514
C -2.64974 -1.98328 -4.43850  -0.4169
C -3.23724 -0.04241 -2.54738  0.3803
C -1.26167 -1.10036 -1.17439  1.1189
C -1.83672 -1.89358 -3.32515  -0.1519
C -2.09627 -0.95952 -2.32248  -0.1953
N -1.59717 -0.37751 -0.05341  -0.0283
C -2.98482 2.25951 -2.48138  -0.7256
C 4.76994 2.91160 1.40578  -1.0652
H -1.71328 -1.30048 4.35446  0.4106
H 0.87190 -3.41890 -2.14035  0.3563
H 5.95268 1.96334 3.50636  0.1781
H 5.03322 -0.15275 5.00333  0.4933
H -2.92243 -0.87818 2.12598  0.5587
H 0.77412 0.34049 0.39764  0.4345
H -4.26359 -1.19658 -5.52399  0.3572
H -4.87824 0.52795 -3.59298  0.5340
H 0.44154 -2.08428 -0.30012  0.4238
H -2.45165 -2.70139 -5.22496  0.4237
H -2.15662 0.42403 -0.30199  0.3489
H -3.05368 3.13615 -1.89995  0.2693
H -3.69663 2.27021 -3.30498  0.3594
H -1.93200 2.05058 -2.73384  0.2869
H 4.02586 3.72782 1.43416  0.2865
H 4.81582 2.55387 0.31400  0.2569
H 5.76769 3.19038 1.76175  0.3617

***

ORCA calculation (wB97M-V/def2-TZVPD) on C15H15IIrNO6 as an isolated structure.

## Properties
Net charge ... 0
Molar mass ... 624.41 g/mol
Frontier orbital gap ... 0.2721 hartree
Highest occupied orbital energy ... -0.3013 hartree
Lowest unoccupied orbital energy ... -0.79 eV
Calculated total energy ... -1488.82236 a.u.
Relative energy (zero: lowest compared OMol25 entry of this formula, charge and spin) ... 0.0 kcal/mol

Each line ends with the Mulliken charge.
Atoms and positions in Å:
Ir 0.14858 -1.23135 -0.23408  1.9948
O -1.24457 -1.28653 3.68954  -0.7015
C -0.93859 -0.89840 2.58161  -0.0123
O 0.13727 -1.21499 1.93181  -0.6847
C -1.85976 0.11970 1.86945  -0.0655
C -1.05740 1.17238 1.11231  -0.1110
C -1.92630 2.37242 0.74813  -1.0621
C -2.79904 1.80862 -0.40345  -0.9588
C -2.32248 0.36680 -0.48734  -0.2356
O -0.87936 0.55086 -0.21671  -0.8061
C -2.76737 -0.45481 0.72319  -0.0670
C -2.60903 -1.95980 0.47181  0.1677
O -3.45702 -2.73067 0.85565  -0.6837
O -1.56282 -2.30705 -0.23120  -0.6791
H -2.47263 0.58288 2.63929  0.5140
H -0.07510 1.38562 1.52452  0.6774
H -2.51258 2.68779 1.60917  0.4132
H -1.32563 3.21827 0.41739  0.3087
H -3.86723 1.86457 -0.20415  0.4241
H -2.59699 2.32724 -1.33946  0.3435
H -2.42808 -0.13162 -1.44693  0.6329
H -3.81836 -0.27936 0.94187  0.6029
C 0.72738 -0.06773 -2.96910  -1.0428
C 0.12047 -1.27144 -2.24416  0.5871
O -0.34601 -2.17430 -2.89625  -0.5846
H 0.56067 -0.16255 -4.04154  0.3633
H 1.80135 -0.00948 -2.77311  0.2339
H 0.27871 0.85896 -2.60194  0.1810
I 1.85840 -3.27611 -0.10681  0.0474
C 2.93968 -1.48684 0.02133  0.3049
C 4.29328 -1.31775 0.19876  -0.4482
C 4.76363 -0.01236 0.24797  -0.1596
C 3.87225 1.04168 0.11724  -0.9572
C 2.52786 0.77164 -0.05926  -0.0966
N 2.07012 -0.48215 -0.10664  -0.2412
H 4.94942 -2.16948 0.29856  0.4349
H 5.81951 0.17639 0.38604  0.4022
H 4.20985 2.06717 0.15128  0.4153
H 1.78793 1.55178 -0.17480  0.5484

***

ORCA calculation (wB97M-V/def2-TZVPD) on a 2-piece molecular cluster, C2H8OS2 overall at a distorted geometry.

## Properties
Net charge ... 0
Molar mass ... 112.22 g/mol
Frontier orbital gap ... 0.3224 hartree
Highest occupied orbital energy ... -0.3015 hartree
Lowest unoccupied orbital energy ... 0.57 eV
SMILES ... CSSC.O
Calculated total energy ... -952.58341 a.u.
Relative energy (zero: lowest compared OMol25 entry of this formula, charge and spin) ... 18.9 kcal/mol

Each line ends with the Mulliken charge.
Atoms and positions in Å:
C -0.89716 -1.44408 -1.18437  -0.8185
S 0.22140 -2.17526 0.05556  -0.0483
S 1.43463 -1.04160 1.02761  -0.0545
C 0.57135 0.36913 1.78580  -0.6440
H -1.59025 -0.69722 -0.77891  0.2824
H -0.36174 -0.91080 -1.97652  0.2917
H -1.41959 -2.31945 -1.56509  0.3103
H -0.14465 0.71086 1.04816  0.0428
H 0.02022 0.09549 2.67963  0.3335
H 1.33464 1.10328 1.99172  0.2867
H -0.00404 2.73067 -0.66455  0.3332
H 0.37232 1.33411 -1.05589  0.3221
O 0.46287 2.24487 -1.36314  -0.6373